<one>
The following is a DFT calculation (ωB97M-V/def2-TZVPD) of an isolated ion of composition C3H6FO2S and charge -1.

Structure (XYZ):
```
13
Properties=species:S:1:pos:R:3
C -1.944 -0.819 -0.454
C 0.573 -0.444 0.263
C -0.356 -0.916 -0.790
O -0.150 1.487 -2.237
O 1.359 -0.376 -2.729
F -0.192 -2.294 -1.000
S -0.015 0.002 -2.491
H -2.447 -1.313 0.440
H -2.232 0.260 -0.504
H -2.411 -1.224 -1.326
H 1.539 -0.049 -0.165
H 0.878 -1.283 0.933
H 0.068 0.266 0.871
```

2S+1: 1
LUMO, eV: 4.0098
Gap between HOMO and LUMO, eV: 7.104
Charge: -1

---

<two>
The following is a DFT calculation (ωB97M-V/def2-TZVPD) of an isolated ion of composition C3H6FO2S and charge -1.

Structure (XYZ):
```
13
Properties=species:S:1:pos:R:3
C 0.790 0.962 -0.881
C 0.726 -1.003 0.984
C 0.020 -0.131 -0.181
O -0.585 -0.951 -1.168
O -2.311 -0.992 0.626
F -2.496 1.664 0.625
S -1.819 -0.004 -0.266
H 1.458 1.533 -0.275
H 1.343 0.592 -1.749
H 0.218 1.763 -1.295
H 0.142 -0.863 1.975
H 1.748 -0.542 0.987
H 0.767 -2.027 0.618
```

2S+1: 1
LUMO, eV: 3.9659
Gap between HOMO and LUMO, eV: 8.324
Charge: -1

---

<one> is the most stable structure; the next one sits 109.7 kJ/mol above it.

---

<one>
The following is a DFT calculation (ωB97M-V/def2-TZVPD) of a 2-piece molecular cluster, C13H22NO overall.

Structure (XYZ):
```
37
Properties=species:S:1:pos:R:3
C 2.102 0.594 0.651
C 1.033 0.398 -0.144
C 3.491 0.621 0.023
C -2.244 0.581 1.682
C -2.645 0.628 0.150
C -0.703 0.152 1.626
C -0.351 0.292 0.192
C -1.419 0.808 -0.665
C -0.735 -2.078 -0.285
C 4.607 0.772 0.996
C -1.471 0.406 -2.085
C -1.033 2.336 -0.528
C 0.486 -2.757 -0.534
N -1.739 -2.840 -0.421
O 3.590 0.639 -1.152
H 2.171 0.786 1.684
H 1.242 0.300 -1.186
H -2.420 1.483 2.219
H -2.764 -0.161 2.349
H -3.132 -0.333 -0.166
H -3.403 1.315 -0.236
H -0.020 0.684 2.170
H -0.528 -0.915 1.991
H 5.635 0.454 0.656
H 4.248 0.387 1.890
H 4.839 1.762 1.173
H -1.164 1.118 -2.862
H -2.478 0.117 -2.443
H -0.818 -0.492 -2.261
H -0.265 2.673 -1.296
H -0.641 2.507 0.551
H -1.883 3.037 -0.507
H 1.502 -2.194 -0.327
H 0.679 -2.760 -1.658
H 0.408 -3.764 -0.336
H -2.745 -2.699 -0.189
H -1.430 -3.855 -0.723
```

2S+1: 1
LUMO (spin up / spin down), eV: -4.7447 / -4.7450
Gap between HOMO and LUMO (spin up / spin down), eV: 8.011 / 8.010
Charge: +1

---

<two>
The following is a DFT calculation (ωB97M-V/def2-TZVPD) of an isolated ion of composition C13H22NO and charge +1.

Structure (XYZ):
```
37
Properties=species:S:1:pos:R:3
C 4.504 -0.590 1.989
C 3.198 0.083 1.820
O 2.884 1.159 2.295
C 2.213 -0.581 0.831
C 1.223 0.224 0.360
C -0.003 -0.081 -0.382
N -0.361 -1.514 -0.518
C -1.180 -1.033 0.597
C -0.702 -1.319 2.015
C -2.594 -0.975 0.265
C -3.062 0.156 -0.594
C -2.063 0.526 -1.720
C -0.633 0.979 -1.289
C 0.285 1.023 -2.539
C -0.810 2.334 -0.690
H 4.869 -0.377 0.990
H 4.629 -1.597 2.117
H 5.075 -0.130 2.707
H 2.302 -1.653 0.610
H 1.207 1.164 0.741
H -0.909 -1.713 -1.381
H 0.381 -2.151 -0.233
H 0.307 -1.793 2.002
H -1.261 -2.105 2.450
H -0.770 -0.430 2.517
H -3.235 -0.932 1.199
H -2.861 -1.914 -0.128
H -3.463 1.022 0.106
H -3.907 -0.191 -1.123
H -1.859 -0.360 -2.496
H -2.424 1.341 -2.290
H -0.343 1.544 -3.261
H 0.661 -0.054 -2.948
H 1.195 1.684 -2.468
H 0.076 3.097 -0.748
H -0.926 2.379 0.423
H -1.646 2.779 -1.227
```

2S+1: 1
LUMO, eV: -3.4615
Gap between HOMO and LUMO, eV: 9.254
SMILES: CC(=O)/C=C/[C@@]12[NH2+][C@]1(C)CCCC2(C)C
Charge: +1

---

<two> is the most stable structure; the next one sits 132.9 kJ/mol above it.

---

<one>
The following is a DFT calculation (ωB97M-V/def2-TZVPD) of a 2-piece molecular cluster, C6H16O overall.

Structure (XYZ):
```
23
Properties=species:S:1:pos:R:3
C -0.689 -1.540 -1.938
C 0.427 -0.834 -1.121
C -0.082 0.204 -0.136
C -0.774 1.341 -0.894
C 1.127 0.794 0.597
C 0.799 1.657 1.797
H -1.329 -0.806 -2.422
H -1.333 -2.043 -1.209
H -0.217 -2.295 -2.555
H 0.900 -1.652 -0.570
H 1.127 -0.374 -1.820
H -0.785 -0.140 0.617
H -1.603 1.019 -1.516
H -1.171 2.143 -0.267
H -0.090 1.791 -1.626
H 1.818 1.278 -0.094
H 1.712 -0.064 0.967
H 0.226 2.539 1.487
H 1.661 2.081 2.318
H 0.193 1.181 2.571
O -0.488 -2.315 1.625
H -0.157 -1.492 2.015
H -1.273 -2.474 2.174
```

2S+1: 1
LUMO, eV: 0.7830
Gap between HOMO and LUMO, eV: 11.524
SMILES: CCC(C)CC.O

---

<two>
The following is a DFT calculation (ωB97M-V/def2-TZVPD) of a 2-piece molecular cluster, C6H16O overall.

Structure (XYZ):
```
23
Properties=species:S:1:pos:R:3
C 1.398 1.954 -0.580
C 1.566 1.067 0.650
C 2.997 0.514 0.645
C 1.137 1.652 1.990
H 1.562 1.481 -1.529
H 1.995 2.859 -0.450
H 0.374 2.332 -0.475
H 0.880 0.219 0.521
H 3.789 1.270 0.703
H 3.279 -0.134 1.479
H 3.124 -0.248 -0.142
H 0.205 1.260 2.394
H 1.854 1.740 2.797
H 0.923 2.730 1.786
C -2.363 -0.746 -1.660
C -1.822 -1.741 -0.648
O -2.841 -2.717 -0.406
H -2.081 0.283 -1.441
H -3.445 -0.665 -1.681
H -2.114 -1.071 -2.661
H -0.952 -2.279 -1.037
H -1.486 -1.285 0.287
H -2.798 -3.033 0.484
```

2S+1: 1
LUMO, eV: 0.7883
Gap between HOMO and LUMO, eV: 11.056
SMILES: CC(C)C.CCO

---

<one> is the most stable structure; the next one sits 88.9 kJ/mol above it.

---

<one>
The following is a DFT calculation (ωB97M-V/def2-TZVPD) of one molecule with the formula C4H11NS2.

Structure (XYZ):
```
18
Properties=species:S:1:pos:R:3
C 1.034 0.978 2.758
C 1.179 0.701 1.310
N -0.062 0.722 0.532
C -0.302 -0.521 -0.308
C -0.661 -0.186 -1.705
S -2.295 -0.816 -2.346
S -1.828 -2.413 -3.372
H 0.480 0.109 3.188
H 0.742 2.031 2.887
H 2.096 0.983 3.121
H 1.915 -0.111 1.077
H 1.797 1.509 0.785
H -0.856 0.935 1.097
H 0.461 -1.275 -0.268
H -1.097 -1.058 0.277
H -0.672 1.012 -1.823
H 0.024 -0.422 -2.542
H -1.955 -2.180 -4.669
```

2S+1: 1
LUMO, eV: 0.7266
Gap between HOMO and LUMO, eV: 9.342
SMILES: CCNCCSS

---

<two>
The following is a DFT calculation (ωB97M-V/def2-TZVPD) of one molecule with the formula C4H11NS2.

Structure (XYZ):
```
18
Properties=species:S:1:pos:R:3
C -2.767 -0.240 1.576
C -2.895 -0.515 0.091
S -1.338 -0.292 -0.860
S 0.183 0.447 0.424
C 1.536 -0.590 -0.266
C 2.413 0.283 -1.216
N 3.202 1.224 -0.479
H -2.760 0.830 1.755
H -3.532 -0.630 2.253
H -1.806 -0.575 1.972
H -3.005 -1.575 -0.073
H -3.562 0.223 -0.347
H 2.091 -0.967 0.594
H 1.131 -1.467 -0.771
H 3.071 -0.436 -1.719
H 1.704 0.643 -1.973
H 3.637 1.846 -1.154
H 2.697 1.791 0.193
```

2S+1: 1
LUMO, eV: 0.6271
Gap between HOMO and LUMO, eV: 8.656
SMILES: CCSSCCN

---

<two> is the most stable structure; the next one sits 109.8 kJ/mol above it.

---

<one>
The following is a DFT calculation (ωB97M-V/def2-TZVPD) of a 2-piece molecular cluster, C2H7NO overall.

Structure (XYZ):
```
11
Properties=species:S:1:pos:R:3
O 0.256 -2.363 1.224
H 0.985 -2.435 1.819
C 0.039 0.976 -0.034
C -1.176 1.462 0.036
N 0.476 -0.219 -0.893
H 0.915 1.442 0.370
H -1.910 0.898 -0.552
H -1.221 2.539 0.380
H -0.315 -0.542 -1.573
H 0.616 -1.716 0.585
H 1.336 -0.041 -1.361
```

2S+1: 2
LUMO (spin up / spin down), eV: -4.6998 / -9.2343
Gap between HOMO and LUMO (spin up / spin down), eV: 10.430 / 5.872
<S²>: 0.77
Charge: +1

---

<two>
The following is a DFT calculation (ωB97M-V/def2-TZVPD) of a 2-piece molecular cluster, C2H7NO overall.

Structure (XYZ):
```
11
Properties=species:S:1:pos:R:3
N 4.062 -3.035 5.612
H 4.854 -2.443 5.788
H 3.323 -2.444 6.009
H 3.827 -2.975 4.626
C -0.541 1.512 -2.833
C -1.800 0.949 -2.606
O -2.500 1.264 -1.593
H -0.211 1.548 -3.843
H 0.094 1.762 -1.996
H -2.319 0.345 -3.351
H -3.279 0.692 -1.479
```

2S+1: 2
LUMO (spin up / spin down), eV: -5.4841 / -8.7350
Gap between HOMO and LUMO (spin up / spin down), eV: 6.330 / 3.079
<S²>: 0.75
Charge: +1

---

<two> is the most stable structure; the next one sits 26.7 kJ/mol above it.

---

<one>
The following is a DFT calculation (ωB97M-V/def2-TZVPD) of an isolated ion of composition C5H7N2O2S and charge +1.

Structure (XYZ):
```
17
Properties=species:S:1:pos:R:3
C 1.278 0.718 0.500
C 0.486 0.118 -0.598
S 0.629 -1.798 -0.486
C -1.145 -2.109 0.158
C -1.809 -0.840 -0.108
C -3.172 -0.238 0.054
O -4.189 -0.594 0.507
O -3.009 1.111 -0.433
N -1.681 1.407 -0.632
N -1.013 0.255 -0.500
H 1.161 0.159 1.384
H 0.795 1.679 0.424
H 2.322 0.748 0.269
H 0.919 0.633 -1.630
H -1.169 -2.461 1.283
H -1.489 -2.995 -0.357
H -1.403 2.123 -1.432
```

2S+1: 1
LUMO, eV: -5.9465
Gap between HOMO and LUMO, eV: 7.776
SMILES: C[C@H]1SCc2c(=O)o[nH][n+]21
Charge: +1

---

<two>
The following is a DFT calculation (ωB97M-V/def2-TZVPD) of an isolated ion of composition C5H7N2O2S and charge +1.

Structure (XYZ):
```
17
Properties=species:S:1:pos:R:3
C -0.136 0.619 1.468
C -0.981 1.621 -0.496
C 0.821 -0.294 -0.499
C -0.283 -1.113 -0.988
C 2.053 -0.912 0.194
N -2.356 1.201 1.344
N -1.181 0.963 0.740
O 0.508 0.242 2.359
O -1.697 2.304 -1.144
S 0.822 1.417 -0.881
H -0.426 -1.990 -0.400
H -0.119 -1.593 -1.936
H -1.132 -0.499 -1.181
H 2.521 0.003 0.632
H 2.678 -0.980 -0.702
H 1.987 -1.783 0.727
H -3.079 0.793 0.763
```

2S+1: 1
LUMO (spin up / spin down), eV: -6.3405 / -6.3933
Gap between HOMO and LUMO (spin up / spin down), eV: 6.654 / 8.896
Charge: +1

---

<one> is the most stable structure; the next one sits 158.4 kJ/mol above it.